{
  "formula": "C4H6Cl2N2P2",
  "method": "wB97M-V/def2-TZVPD",
  "species": ["P", "H", "H", "C", "P", "C", "H", "C", "H", "Cl", "Cl", "N", "H", "C", "N", "H"],
  "positions_angstrom": [[1.8616, 2.8662, -0.1704], [-0.8532, 1.0211, -1.9049], [0.1412, 2.3660, -2.7604], [-0.6772, -0.5028, 1.4113], [-0.8852, -2.2955, 1.5235], [1.0537, -0.8313, -0.3348], [1.5089, -0.2901, -1.1639], [-0.0879, 1.7758, -1.8899], [1.8526, -1.2872, 0.2532], [-1.8918, -2.3458, 3.2643], [-2.4515, -2.4850, 0.2303], [0.5721, 2.0037, -0.8052], [-1.2462, 0.1159, 2.0925], [0.2375, 0.0641, 0.5635], [0.4271, 1.4572, 0.4341], [0.4384, -1.6323, -0.7431]],
  "forces_ev_per_angstrom": [[0.283, -0.808, 1.219], [-0.165, -0.107, 0.123], [0.110, 0.031, -0.061], [1.250, 1.431, -0.535], [0.854, 0.273, -0.342], [0.143, -0.100, -0.040], [0.014, -0.005, 0.050], [0.210, 0.017, 0.398], [0.049, -0.004, -0.088], [-0.361, -0.049, 0.870], [-0.520, -0.145, -0.565], [-1.430, -0.774, -1.462], [-0.116, 0.126, -0.063], [-0.262, -1.164, -0.327], [-0.151, 1.303, 0.933], [0.091, -0.024, -0.111]],
  "lowdin_charge": [0.798, 0.089, 0.079, -0.378, 0.132, -0.097, 0.061, 0.012, 0.087, 0.180, 0.150, -0.658, 0.054, -0.416, -0.143, 0.050],
  "homo_lumo_gap_ev": [6.749, 6.749],
  "e_lumo_ev": [-0.9, -0.9]
}



{
  "formula": "C4H6Cl2O",
  "method": "wB97M-V/def2-TZVPD",
  "species": ["H", "H", "H", "O", "C", "H", "C", "H", "H", "Cl", "Cl", "C", "C"],
  "positions_angstrom": [[2.4549, -0.5669, -1.0069], [0.8374, 1.0754, -0.8943], [0.8254, -1.2185, -1.2865], [-2.4646, 0.9524, -1.2476], [0.8748, 0.8064, 1.2187], [1.2690, 0.1185, 1.8831], [-2.6152, 0.2071, -0.3692], [0.2423, 1.6068, 1.4821], [1.4708, -1.7160, 0.1907], [-3.0898, 0.6283, 1.2742], [-2.3465, -1.4930, -0.5782], [1.5332, -0.8964, -0.6181], [1.0084, 0.4959, -0.0480]],
  "forces_ev_per_angstrom": [[1.453, -0.679, -0.613], [0.004, 1.771, -0.887], [-1.238, -0.737, -2.404], [-0.058, 1.093, -0.529], [-0.862, 2.507, 7.422], [0.901, -0.513, 1.919], [0.052, -0.655, 0.754], [-1.000, 0.346, 0.895], [0.995, 1.297, -1.058], [0.107, -0.072, -0.474], [-0.037, -0.358, 0.245], [-1.946, 1.192, 4.859], [1.629, -5.192, -10.127]],
  "lowdin_charge": [0.055, 0.072, 0.005, 0.013, -0.031, 0.043, -1.295, 0.048, 0.100, 0.628, 0.660, -0.068, -0.231],
  "homo_lumo_gap_ev": [5.606, 9.533],
  "e_lumo_ev": [0.4, -2.0],
  "multiplicity": 3
}



no.,E (eV)
1,-50844.54787
2,-31331.50998